Entry 1:
Molecular formula: C31H37BaN5
Method: DFT, wB97M-V/def2-TZVPD

Values from the calculation:
HOMO-LUMO gap (spin up / spin down) in eV: 2.512 / 2.517
ΔE to the lowest compared entry with this formula, charge and spin in kcal/mol: 0.0
HOMO level (spin up / spin down) in eV: 1.25 / 1.25

```
! RIJCOSX wB97M-V def2-TZVPD def2/J DEFGRID3
* xyz -2 1
Ba -1.16 1.24 0.33
N -2.48 2.46 2.51
N -2.76 -1.08 -1.19
C 2.00 -0.28 1.32
C 0.99 -0.57 2.28
C 0.72 0.63 3.00
C -0.24 0.80 4.12
H -0.46 -0.17 4.59
H -1.20 1.25 3.79
H 0.18 1.46 4.89
C 1.53 1.66 2.46
C 1.57 3.07 2.92
H 2.38 3.25 3.64
H 0.63 3.35 3.41
H 1.73 3.75 2.07
C 2.33 1.09 1.44
C 3.36 1.83 0.66
H 2.90 2.62 0.05
H 3.91 1.16 -0.01
H 4.09 2.32 1.32
C 0.38 -1.89 2.55
H 0.93 -2.46 3.32
H 0.37 -2.51 1.64
H -0.66 -1.79 2.89
C 2.64 -1.28 0.43
H 3.09 -0.79 -0.45
H 1.91 -2.01 0.06
H 3.44 -1.84 0.93
C -2.75 3.73 2.17
H -2.30 4.50 2.80
C -3.55 4.09 1.08
H -3.73 5.16 0.86
C -4.02 3.02 0.29
H -4.47 3.29 -0.66
C -3.95 1.70 0.74
H -4.38 0.85 0.21
C -3.45 1.53 2.08
C -3.75 1.00 3.26
H -4.04 0.03 3.63
C -1.70 -1.27 -1.96
C -3.35 -2.38 -1.03
H -4.28 -2.63 -0.52
C -2.57 -3.29 -1.67
H -2.68 -4.35 -1.91
N -1.42 -2.60 -2.07
C -0.10 -3.10 -2.21
C 0.31 -4.36 -1.73
C 1.56 -4.84 -2.16
H 1.87 -5.84 -1.85
C 2.43 -4.05 -2.92
C 3.67 -4.62 -3.51
H 4.45 -3.86 -3.61
H 3.48 -5.00 -4.52
H 4.07 -5.45 -2.93
C 2.09 -2.72 -3.13
H 2.81 -2.06 -3.62
C 0.85 -2.21 -2.75
C 0.53 -0.79 -2.86
H -0.72 -0.65 -2.59
H 0.83 -0.37 -3.82
H 1.07 -0.22 -2.08
C -0.47 -5.12 -0.70
H -1.48 -5.40 -1.02
H -0.53 -4.54 0.23
H 0.07 -6.06 -0.47
N -0.09 5.01 -2.49
C -0.57 5.80 -1.45
C -0.62 4.98 -0.35
N -0.25 3.68 -0.72
C 0.11 3.76 -2.01
H 0.06 5.32 -3.45
H -0.83 6.85 -1.57
H -0.89 5.23 0.66
H 0.54 2.97 -2.62
*
```

***

Entry 2:
Molecular formula: C16H21N3O3Ru
Method: DFT, wB97M-V/def2-TZVPD

Values from the calculation:
HOMO-LUMO gap (spin up / spin down) in eV: 9.040 / 2.405
ΔE to the lowest compared entry with this formula, charge and spin in kcal/mol: 71.2
HOMO level (spin up / spin down) in eV: -21.75 / -21.75

```
! RIJCOSX wB97M-V def2-TZVPD def2/J DEFGRID3
* xyz 4 5
N 2.21 3.66 -0.39
C 1.40 4.44 -0.06
C 0.42 5.44 0.32
H -0.60 5.04 0.18
H 0.54 6.34 -0.32
H 0.56 5.71 1.38
N 3.92 -1.19 -0.44
C 4.53 -2.17 -0.60
C 5.35 -3.36 -0.79
H 6.14 -3.18 -1.53
H 4.71 -4.20 -1.07
H 5.84 -3.62 0.15
N -3.13 -0.75 0.75
C -3.92 -1.59 0.60
C -4.91 -2.64 0.38
H -4.70 -3.49 1.04
H -4.86 -2.96 -0.67
H -5.90 -2.23 0.62
Ru 0.80 -0.36 -0.96
C 0.34 -1.72 0.24
O 0.08 -2.61 0.94
C 1.47 0.42 0.70
O 1.86 0.77 1.74
C 1.05 1.10 -2.58
C -0.27 1.14 -2.11
C -1.05 -0.03 -2.07
C -0.47 -1.26 -2.39
C 0.86 -1.30 -2.86
C 1.59 -0.12 -3.01
H 1.67 1.99 -2.56
H -0.68 2.08 -1.72
H -2.07 0.02 -1.70
H -0.98 -2.20 -2.21
H 1.32 -2.26 -3.10
H 2.62 -0.16 -3.37
C -2.30 0.12 3.63
C -1.19 0.98 3.04
O -1.49 1.49 1.72
H -3.29 0.57 3.47
H -2.11 -0.05 4.69
H -2.26 -0.85 3.11
H -0.95 1.85 3.71
H -0.27 0.40 2.89
H -1.89 0.74 1.20
*
```

***

Entry 3:
Molecular formula: C17H30FN3O6S
Method: DFT, wB97M-V/def2-TZVPD

Values from the calculation:
HOMO-LUMO gap in eV: 10.048
ΔE to the lowest compared entry with this formula, charge and spin in kcal/mol: 18.0
HOMO level in eV: -9.74
SMILES: C[C@@H](CC(=O)N1CC(F)(C(=O)N(CCS(=O)(=O)O)CC(N)=O)C1)CC(C)(C)C

```
! RIJCOSX wB97M-V def2-TZVPD def2/J DEFGRID3
* xyz 0 1
C 3.63 -0.66 3.20
C 2.67 0.14 2.33
C 3.01 -0.09 0.85
C 2.27 0.87 -0.06
O 2.16 2.06 0.18
N 1.68 0.33 -1.15
C 1.62 -0.98 -1.78
C 0.81 -0.32 -2.92
F 1.43 -0.47 -4.14
C -0.63 -0.85 -2.99
O -0.82 -2.02 -2.73
N -1.67 0.03 -3.10
C -2.99 -0.58 -2.86
C -3.18 -0.85 -1.37
S -4.81 -1.44 -1.00
O -4.88 -1.79 0.38
O -5.75 -0.55 -1.60
O -4.87 -2.79 -1.85
C -1.69 1.28 -3.85
C -0.63 1.42 -4.94
N 0.11 2.55 -4.89
O -0.53 0.59 -5.81
C 1.07 1.05 -2.25
C 1.19 -0.19 2.54
C 0.51 0.14 3.89
C 0.79 -0.92 4.95
C -1.00 0.17 3.64
C 0.95 1.52 4.39
H 3.42 -1.73 3.14
H 4.66 -0.50 2.89
H 3.56 -0.36 4.25
H 2.81 1.21 2.51
H 4.07 0.08 0.68
H 2.79 -1.12 0.57
H 2.58 -1.36 -2.14
H 1.09 -1.75 -1.22
H -3.76 0.11 -3.20
H -3.07 -1.51 -3.41
H -2.47 -1.60 -1.01
H -3.08 0.06 -0.78
H -4.69 -3.54 -1.26
H -2.63 1.31 -4.40
H -1.68 2.13 -3.17
H 0.00 3.23 -4.17
H 0.76 2.73 -5.64
H 0.19 1.63 -1.97
H 1.76 1.68 -2.82
H 0.63 0.36 1.77
H 1.03 -1.25 2.33
H 1.84 -0.96 5.24
H 0.21 -0.71 5.85
H 0.50 -1.91 4.60
H -1.27 0.95 2.93
H -1.34 -0.79 3.23
H -1.54 0.35 4.57
H 0.79 2.28 3.63
H 0.38 1.80 5.28
H 2.01 1.53 4.66
*
```

***

Entry 4:
Molecular formula: C26H33FN5O4SeSiW
Method: DFT, wB97M-V/def2-TZVPD

Values from the calculation:
HOMO-LUMO gap in eV: 7.355
ΔE to the lowest compared entry with this formula, charge and spin in kcal/mol: 7.7
HOMO level in eV: -16.30

```
! RIJCOSX wB97M-V def2-TZVPD def2/J DEFGRID3
* xyz 3 1
W 0.23 1.55 2.19
C -3.04 -4.02 -1.35
C -1.56 -4.22 -1.07
N -0.89 -2.97 -0.62
C -0.83 -2.73 0.69
C -0.25 -1.60 1.21
C -0.31 -1.34 2.67
O -0.24 -2.16 3.52
O -0.48 0.00 2.93
C 0.38 -0.69 0.36
O 1.08 0.31 0.85
C 0.26 -0.90 -1.04
C 0.78 0.02 -1.97
C 0.62 -0.17 -3.29
F 1.16 0.72 -4.13
C -0.05 -1.31 -3.83
C -0.56 -2.22 -2.91
C -0.40 -2.04 -1.53
N -0.18 -1.50 -5.20
C 0.03 -0.43 -6.19
C -0.45 -0.87 -7.56
N -1.76 -1.60 -7.45
C -1.65 -2.87 -6.61
C -0.36 -2.82 -5.79
H -3.47 -4.95 -1.71
H -3.20 -3.25 -2.11
H -3.57 -3.72 -0.45
H -1.02 -4.60 -1.93
H -1.42 -4.95 -0.27
H -1.26 -3.47 1.35
H 1.34 0.89 -1.63
H -1.09 -3.08 -3.26
H 1.07 -0.14 -6.29
H -0.53 0.46 -5.88
H 0.25 -1.55 -8.05
H -0.59 -0.01 -8.20
H -2.11 -1.83 -8.38
H -2.45 -0.97 -7.03
H -1.65 -3.72 -7.28
H -2.53 -2.91 -5.98
H 0.50 -3.06 -6.41
H -0.41 -3.60 -5.03
C 3.79 -0.20 2.65
C 2.97 0.38 3.76
C 3.23 0.11 5.09
C 2.49 0.71 6.09
C 1.47 1.60 5.76
C 1.25 1.84 4.43
N 1.99 1.25 3.46
N 0.22 2.60 3.82
Si -0.46 4.16 4.57
C -1.80 3.63 5.71
C -1.11 5.11 3.12
C 1.00 4.98 5.35
H 4.77 0.28 2.64
H 3.31 -0.05 1.69
H 3.95 -1.27 2.82
H 4.03 -0.58 5.34
H 2.70 0.49 7.13
H 0.86 2.08 6.52
H -2.38 2.80 5.29
H -2.48 4.47 5.87
H -1.43 3.32 6.69
H -2.08 4.74 2.80
H -0.42 5.08 2.27
H -1.24 6.17 3.39
H 1.26 4.55 6.31
H 0.76 6.03 5.52
H 1.88 4.94 4.70
O 1.90 3.82 0.18
C 1.54 3.10 0.96
Se -1.36 2.24 0.71
*
```

***

Entry 5:
Molecular formula: C4H8O2
Method: DFT, wB97M-V/def2-TZVPD

Values from the calculation:
HOMO-LUMO gap (spin up / spin down) in eV: 8.839 / 4.397
ΔE to the lowest compared entry with this formula, charge and spin in kcal/mol: 75.5
HOMO level (spin up / spin down) in eV: -14.06 / -14.03

```
! RIJCOSX wB97M-V def2-TZVPD def2/J DEFGRID3
* xyz 1 2
C 1.43 -0.82 0.66
C 0.62 -1.04 1.70
O -0.60 -1.56 1.65
H 2.50 -0.36 0.89
H 1.27 -1.52 -0.16
H 0.71 -0.54 2.66
H -1.11 -0.83 1.22
C -0.75 0.33 -1.85
C -1.14 1.32 -1.05
O -0.53 1.79 0.15
H -1.13 0.07 -2.87
H 0.16 -0.29 -1.61
H -1.86 2.05 -1.56
H 0.43 1.40 0.17
*
```

***

Entry 6:
Molecular formula: C4H7PS2
Method: DFT, wB97M-V/def2-TZVPD

Values from the calculation:
HOMO-LUMO gap (spin up / spin down) in eV: 7.622 / 5.378
ΔE to the lowest compared entry with this formula, charge and spin in kcal/mol: 94.4
HOMO level (spin up / spin down) in eV: -9.27 / -7.75

```
! RIJCOSX wB97M-V def2-TZVPD def2/J DEFGRID3
* xyz 0 1
C -0.15 -2.46 -0.42
C -0.28 2.16 -0.72
C 0.03 -1.19 -0.53
C 0.62 1.71 0.11
P 0.49 -0.07 0.77
S 1.91 -0.44 2.11
S -2.88 0.04 1.17
H -0.66 -3.06 -1.05
H -0.01 -2.96 0.63
H -0.13 3.22 -1.21
H -1.07 1.64 -1.14
H -0.23 -0.72 -1.50
H 1.40 2.26 0.48
H -3.83 -0.82 1.54
*
```

***

Entry 7:
Molecular formula: C3H7NOS
Method: DFT, wB97M-V/def2-TZVPD

Values from the calculation:
HOMO-LUMO gap in eV: 10.224
ΔE to the lowest compared entry with this formula, charge and spin in kcal/mol: 73.3
HOMO level in eV: -9.39
SMILES: CO/N=C\CS

```
! RIJCOSX wB97M-V def2-TZVPD def2/J DEFGRID3
* xyz 0 1
C -2.42 -0.59 -0.34
O -1.23 -0.31 0.35
N -0.68 0.75 -0.37
C 0.58 0.87 -0.10
C 1.50 -0.06 0.62
S 2.96 -0.48 -0.36
H -3.10 -1.08 0.33
H -2.83 0.28 -0.77
H -2.27 -1.28 -1.13
H 1.16 1.74 -0.46
H 0.94 -1.01 0.81
H 1.81 0.48 1.54
H 3.59 0.70 -0.10
*
```

***

Entry 8:
Molecular formula: C9H12O3S
Method: DFT, wB97M-V/def2-TZVPD

Values from the calculation:
HOMO-LUMO gap in eV: 8.773
ΔE to the lowest compared entry with this formula, charge and spin in kcal/mol: 119.3
HOMO level in eV: -8.45

```
! RIJCOSX wB97M-V def2-TZVPD def2/J DEFGRID3
* xyz 0 1
C -1.81 -1.98 -0.72
C -3.09 -1.62 -0.50
C -0.89 -0.83 -0.42
C -1.47 0.24 0.10
C 0.97 1.21 -0.47
C -0.20 2.02 -0.05
C 1.29 -0.15 0.14
C 1.20 -0.25 1.73
C 2.69 -0.63 -0.26
O -3.88 0.36 1.28
O 0.41 -1.14 -0.51
O -0.83 2.86 -0.89
S -3.20 0.13 -0.07
H -1.26 -2.84 -1.07
H -4.07 -2.04 -0.58
H 0.88 1.02 -1.66
H 1.82 1.97 -0.50
H -0.17 2.23 0.97
H 0.10 -0.35 1.96
H 1.57 0.73 2.17
H 1.74 -1.04 2.08
H 3.33 0.04 0.09
H 3.06 -0.78 -1.32
H 2.89 -1.67 0.18
H -1.06 2.50 -1.68
*
```

***

Entry 9:
Molecular formula: C2H2Br2I2
Method: DFT, wB97M-V/def2-TZVPD

Values from the calculation:
HOMO-LUMO gap in eV: 9.172
ΔE to the lowest compared entry with this formula, charge and spin in kcal/mol: 16.8
HOMO level in eV: -9.27

```
! RIJCOSX wB97M-V def2-TZVPD def2/J DEFGRID3
* xyz 0 1
C 1.79 0.72 0.57
C 0.74 0.56 -0.24
Br -0.66 1.82 -0.14
Br 0.39 -0.98 -1.37
I 3.45 -0.68 0.49
I -3.76 -1.09 0.40
H -3.93 -1.78 -0.98
H 1.97 1.43 1.27
*
```

***

Entry 10:
Molecular formula: C18H22N4O5S
Method: DFT, wB97M-V/def2-TZVPD

Values from the calculation:
HOMO-LUMO gap in eV: 9.465
ΔE to the lowest compared entry with this formula, charge and spin in kcal/mol: 50.0
HOMO level in eV: -8.73
SMILES: CCOC(=O)N1CCN(C(=O)CSc2nnc(COc3ccccc3)o2)CC1

```
! RIJCOSX wB97M-V def2-TZVPD def2/J DEFGRID3
* xyz 0 1
C -0.50 -3.15 -1.50
C 0.32 -1.94 -1.92
O 1.55 -1.85 -1.20
C 1.48 -1.34 0.04
O 0.44 -0.97 0.56
N 2.68 -1.28 0.65
C 2.81 -0.59 1.91
C 3.50 0.78 1.69
N 4.31 0.71 0.49
C 4.31 1.53 -0.59
O 5.02 1.31 -1.55
C 3.39 2.74 -0.60
S 1.90 2.30 -1.59
C 0.78 1.99 -0.32
N 0.92 2.25 0.95
N -0.21 1.82 1.55
C -0.97 1.34 0.63
C -2.29 0.68 0.81
O -3.23 1.31 -0.03
C -4.51 0.84 -0.04
C -4.96 -0.24 0.71
C -6.29 -0.63 0.61
C -7.16 0.03 -0.23
C -6.70 1.10 -0.98
C -5.39 1.50 -0.89
O -0.40 1.43 -0.60
C 4.99 -0.56 0.36
C 3.93 -1.63 0.01
H -1.40 -3.20 -2.10
H 0.07 -4.06 -1.64
H -0.78 -3.06 -0.45
H 0.62 -2.01 -2.97
H -0.25 -1.02 -1.76
H 3.39 -1.21 2.60
H 1.81 -0.44 2.33
H 2.74 1.56 1.61
H 4.15 1.01 2.54
H 3.88 3.53 -1.17
H 3.05 3.11 0.36
H -2.17 -0.38 0.55
H -2.56 0.77 1.87
H -4.30 -0.77 1.38
H -6.64 -1.47 1.20
H -8.19 -0.28 -0.30
H -7.38 1.63 -1.64
H -5.01 2.34 -1.47
H 5.73 -0.49 -0.43
H 5.48 -0.79 1.31
H 4.26 -2.62 0.33
H 3.77 -1.65 -1.07
*
```

***

Entry 11:
Molecular formula: C3H2ClF3
Method: DFT, wB97M-V/def2-TZVPD

Values from the calculation:
HOMO-LUMO gap (spin up / spin down) in eV: 7.166 / 7.171
ΔE to the lowest compared entry with this formula, charge and spin in kcal/mol: 168.0
HOMO level (spin up / spin down) in eV: -8.15 / -8.16

```
! RIJCOSX wB97M-V def2-TZVPD def2/J DEFGRID3
* xyz 0 1
C 1.36 -0.17 0.98
C 4.05 0.73 -0.35
C -0.03 0.42 0.66
F 1.42 -1.46 0.51
F 4.56 -0.44 -0.14
F 0.10 1.71 0.25
Cl 2.46 0.87 0.12
H -0.57 -0.13 -0.05
H -0.77 0.51 1.65
*
```

***

Entry 12:
Molecular formula: C20H21N3O3STi
Method: DFT, wB97M-V/def2-TZVPD

Values from the calculation:
HOMO-LUMO gap (spin up / spin down) in eV: 5.929 / 3.451
ΔE to the lowest compared entry with this formula, charge and spin in kcal/mol: 102.3
HOMO level (spin up / spin down) in eV: -6.08 / -7.93

```
! RIJCOSX wB97M-V def2-TZVPD def2/J DEFGRID3
* xyz 0 3
C 2.78 2.36 1.00
C 2.72 -0.12 -1.06
H 2.15 3.03 0.43
H 3.70 2.08 0.43
H 2.72 2.15 2.07
H 2.03 0.23 -1.79
H 3.65 0.50 -0.99
H 2.69 -1.04 -0.52
C -0.33 2.80 -1.11
C -1.43 3.25 -1.83
C -2.24 2.33 -2.48
C -1.96 0.97 -2.36
H 0.35 3.48 -0.58
H -1.62 4.32 -1.87
H -3.10 2.65 -3.06
H -2.58 0.20 -2.81
N -0.03 1.49 -1.02
C -0.84 0.56 -1.60
C -0.53 -0.87 -1.39
N 0.37 -1.17 -0.43
C 0.67 -2.45 -0.15
C -0.74 -3.24 -1.93
C 0.17 -3.52 -0.90
H 1.39 -2.59 0.66
H 0.52 -4.52 -0.66
C -1.11 -1.91 -2.16
H -1.81 -1.63 -2.94
H -1.14 -4.04 -2.54
Ti 1.56 0.73 0.39
C 1.94 -0.55 2.06
H 2.73 -1.30 1.87
H 1.09 -1.13 2.47
H 2.31 0.03 2.93
O -1.87 -1.61 2.94
S -2.22 -0.42 2.19
O -3.24 -0.51 1.16
N -0.89 0.33 1.62
C -0.64 1.53 2.14
O 0.40 2.17 1.78
C -1.65 1.93 3.14
C -1.70 3.09 3.93
C -2.69 3.19 4.91
C -3.61 2.15 5.10
C -3.56 1.01 4.28
C -2.58 0.92 3.30
H -0.96 3.88 3.77
H -2.75 4.07 5.54
H -4.37 2.23 5.88
H -4.25 0.19 4.41
*
```

***

Entry 13:
Molecular formula: C19H23AlBrN3O3S
Method: DFT, wB97M-V/def2-TZVPD

Values from the calculation:
HOMO-LUMO gap in eV: 8.169
ΔE to the lowest compared entry with this formula, charge and spin in kcal/mol: 0.0
HOMO level in eV: -15.12

```
! RIJCOSX wB97M-V def2-TZVPD def2/J DEFGRID3
* xyz 2 1
Al 10.81 6.65 6.90
C 11.17 6.37 12.42
C 11.69 6.03 11.05
C 12.92 5.35 10.89
C 13.35 5.01 9.61
C 12.57 5.39 8.55
Br 12.93 5.05 6.70
N 11.42 6.08 8.68
C 10.96 6.36 9.93
H 11.99 6.55 13.13
H 10.57 5.52 12.82
H 10.52 7.26 12.38
H 13.51 5.08 11.77
H 14.27 4.43 9.44
H 10.00 6.86 9.99
C 12.37 11.69 8.43
C 13.32 10.90 9.32
C 13.28 9.41 9.04
N 13.94 9.09 7.78
C 13.37 8.67 6.65
S 11.63 8.66 6.42
N 14.16 8.38 5.59
C 15.56 8.73 5.39
O 15.80 9.37 4.35
C 16.56 8.30 6.36
C 16.31 7.31 7.33
C 17.34 6.92 8.18
C 18.61 7.48 8.07
C 18.86 8.44 7.09
C 17.84 8.84 6.24
H 12.39 12.77 8.67
H 11.33 11.33 8.53
H 12.64 11.58 7.35
H 13.05 11.04 10.38
H 14.36 11.28 9.22
H 12.26 9.03 8.98
H 13.80 8.84 9.83
H 14.94 9.26 7.77
H 13.64 8.28 4.71
H 15.34 6.82 7.42
H 17.15 6.15 8.93
H 19.41 7.14 8.72
H 19.86 8.87 7.00
H 18.02 9.59 5.46
C 7.16 5.07 5.44
O 8.55 5.25 5.06
C 9.42 5.84 5.85
O 9.02 6.33 7.00
H 6.79 4.23 4.85
H 6.60 6.00 5.20
H 7.10 4.86 6.52
*
```